## i
Formula: C4H5NOS
Source: the OMol25 dataset
Level of theory: the ωB97M-V functional and the def2-TZVPD basis

lowest unoccupied orbital energy	0.18	eV
HOMO-LUMO gap	8.7	eV
structure (SMILES)	C1=NSC[C@H]2O[C@@H]12

Structure (ORCA input):
```
! RIJCOSX wB97M-V def2-TZVPD def2/J DEFGRID3
* xyz 0 1
C 1.282 -1.147 -0.356
N 0.417 -1.910 0.301
S -1.102 -1.633 0.480
C -1.495 0.211 0.269
C -0.216 0.837 -0.086
O 0.657 0.866 0.987
C 1.063 0.296 -0.355
H 2.375 -1.669 -0.571
H -2.188 0.504 -0.630
H -2.050 0.824 1.140
H -0.522 1.771 -0.361
H 1.779 1.050 -0.819
*
```

natural (NBO) population analysis, charges in e, atoms 1 to 5:
1. C 0.014
2. N -0.578
3. S 0.561
4. C -0.582
5. C 0.014


## ii
Formula: C4H5NOS
Source: the OMol25 dataset
Level of theory: the ωB97M-V functional and the def2-TZVPD basis

lowest unoccupied orbital energy (spin up / spin down)	-1.34 / -0.94	eV
HOMO-LUMO gap (spin up / spin down)	7.3 / 7.4	eV

Structure (ORCA input):
```
! RIJCOSX wB97M-V def2-TZVPD def2/J DEFGRID3
* xyz 0 1
C 1.013 1.258 -1.116
C 1.494 0.039 -1.144
C -0.828 1.044 0.271
C -1.139 -1.707 0.574
N -0.314 1.625 -0.683
O 0.243 -0.403 2.375
S 0.028 -0.585 0.938
H 1.468 2.221 -1.566
H 2.474 -0.487 -1.402
H -1.932 1.303 0.606
H -1.437 -2.208 1.527
H -1.070 -2.099 -0.379
*
```

natural (NBO) population analysis, charges in e, atoms 1 to 5:
1. C -0.185
2. C -0.227
3. C -0.035
4. C -0.775
5. N -0.406


Stability check: which of them is least stable? ii.